# 1
15
Properties=species:S:1:pos:R:3:lowdin_charge:R:1 method="wB97M-V/def2-TZVPD" smiles="CCCC(=O)C=O" spin_multiplicity=1 relative_energy_ev=0.7800 total_charge=0 homo_ev=-9.82 lumo_energy_ev=-0.450
H 1.13013 -0.96260 -1.17884 0.129
H -2.99863 -0.28718 -0.07040 0.072
H 0.42898 0.61565 -1.39110 0.136
O 3.18647 0.68400 -0.46073 0.084
H -1.78429 0.63743 0.81890 0.066
C -2.01452 0.18446 -0.14842 -0.109
C 2.52073 0.67294 0.54381 -0.167
H 2.89792 0.99546 1.53668 0.131
C -0.95396 -0.84437 -0.53171 -0.255
H -2.08626 0.98411 -0.89590 0.076
H -1.24394 -1.34804 -1.46191 0.107
C 0.43898 -0.24907 -0.71079 -0.140
H -0.89905 -1.61950 0.24302 0.113
C 1.06666 0.19228 0.58584 -0.349
O 0.52773 0.17646 1.67129 0.107

---

# 2
28
Properties=species:S:1:pos:R:3:lowdin_spin:R:1 method="wB97M-V/def2-TZVPD" spin_multiplicity=3 total_charge=+1 homo_ev="-10.53 / -12.21" s_squared=2.032 lumo_energy_ev="-2.946 / -5.575"
H -4.50343 -1.23217 -0.89177 0.034
H -2.78133 0.55206 0.89303 0.004
H 0.09917 3.79136 0.60582 0.002
H 3.60513 -1.62164 -2.27849 0.000
H -4.42975 0.95852 0.37268 0.002
O 2.30572 -0.83559 -0.97607 0.096
H 3.52666 -0.77825 1.60237 0.009
H 4.35205 -1.10750 -0.74691 0.003
C 1.86034 -0.64113 0.27904 0.135
N 0.90989 0.20849 0.44052 0.086
H -1.41408 2.15546 -0.54175 0.011
C -3.56109 -0.70851 -0.69041 0.116
C -0.09938 0.75041 -0.05479 0.489
H -3.36674 -0.08424 -1.56944 0.010
C 0.40388 3.14929 -0.22082 0.028
H 1.94349 -1.01066 2.35715 0.000
H 3.38682 -2.60719 -0.81201 0.002
N -0.45318 1.97146 -0.28465 0.076
C 2.53632 -1.21920 1.47132 0.021
H 0.32180 3.70632 -1.15309 0.001
H 1.43415 2.83766 -0.07425 0.001
P -1.05121 -2.21418 -0.20102 0.140
H -1.32114 -3.60016 -0.31731 0.070
C -2.53176 -1.68607 -0.54841 0.627
H -4.14004 -0.45415 1.38524 0.001
H 2.66782 -2.29522 1.37238 0.006
C -3.73869 0.14541 0.57483 0.024
C 3.48101 -1.59003 -1.19772 0.005

---

# 3
23
Properties=species:S:1:pos:R:3:lowdin_charge:R:1 method="wB97M-V/def2-TZVPD" smiles="CC(=O)OCCC[Si](C)(Cl)Cl" spin_multiplicity=1 relative_energy_ev=0.5148 total_charge=0 homo_ev=-10.14 lumo_energy_ev=0.719
Cl -0.32505 -2.47813 -1.16613 0.385
H -0.60817 0.72689 -1.30479 0.082
H 4.58843 0.87000 0.61404 0.114
C -3.22578 -2.58395 0.35654 -0.233
H -0.87728 -0.39692 1.55175 0.075
H 4.14139 0.46443 -1.07671 0.104
H -4.11466 -2.03080 0.59802 0.028
H 4.23912 2.22952 -0.44823 0.074
C -1.29646 -0.08447 0.63093 -0.288
H -0.31373 2.77621 -0.07344 0.128
C 3.93671 1.20587 -0.26946 0.017
H 0.57445 -0.17392 -0.40875 0.064
C -0.28528 0.57389 -0.28085 -0.337
H -2.15627 0.60322 0.83819 0.101
Cl -3.01609 -0.69362 -2.19167 0.196
H -2.76927 -3.02828 1.22519 0.024
Si -1.94377 -1.47497 -0.44496 -0.095
O 1.67727 2.09812 -0.23402 -0.019
O 2.06954 0.04066 0.64316 0.080
C 2.49770 1.03064 0.14039 -0.514
H -3.42976 -3.47427 -0.21785 0.027
C 0.29365 1.90943 0.20469 -0.142
H 0.34329 1.89045 1.31398 0.130

---

# 4
87
Properties=species:S:1:pos:R:3:lowdin_spin:R:1 method="wB97M-V/def2-TZVPD" spin_multiplicity=2 relative_energy_ev=0.3812 total_charge=-2 homo_ev="-1.28 / -1.45" s_squared=0.773 lumo_energy_ev="3.677 / 3.677"
C 3.57243 -1.92194 -3.55799 0.000
O -0.48512 -0.60043 2.36744 0.000
C 6.10151 -0.74848 -0.25081 0.000
C -1.23901 -3.42649 -4.56597 0.000
C -3.97143 0.03788 -0.80008 0.000
H 4.28217 -1.10606 -3.60629 0.000
H 4.33187 -1.76638 -0.90587 0.000
H 6.13383 2.26156 1.32811 0.005
C -3.05003 1.59185 0.94308 0.000
C -5.17183 -0.39189 -1.47500 0.000
H 1.62953 1.96736 4.02491 0.008
O -1.85550 1.36639 0.77941 0.000
H 3.69885 1.99833 1.03496 0.004
H 1.02722 -4.80300 -3.29833 0.000
C 1.61510 4.64413 3.15670 0.003
H 5.07994 -3.44685 -3.52901 0.000
Se 3.94878 3.13079 3.74332 0.372
H -5.54629 2.29689 1.27263 0.000
H 6.78151 -1.51306 -0.60382 0.000
H 3.43567 -5.29871 -3.39791 0.000
C -2.28010 -5.49814 -5.22996 0.000
C -0.55514 5.64102 1.58113 0.087
H -1.76686 -3.50305 -7.91293 0.000
H 1.54935 0.58704 2.91539 0.001
H -2.00420 2.11606 4.46789 0.000
C 1.25192 -0.14974 -0.25848 0.000
Se -0.89620 -0.28308 -3.78594 0.000
C 4.01822 -3.23199 -3.51399 0.000
C 1.74134 -3.99223 -3.38841 0.000
C 3.09568 -4.27107 -3.43422 0.000
C 2.44800 -0.05297 -0.11457 0.000
H -0.85246 -2.03493 -6.14284 0.000
Cl -5.00773 -1.60298 -2.70624 0.000
C -4.16907 1.03123 0.20706 0.000
C 2.20972 -1.64471 -3.52677 0.000
N 2.74040 4.46036 3.90522 0.343
H 0.73846 2.05310 1.23809 0.000
C -1.76456 -4.67109 -4.23965 0.000
H -3.34428 2.31013 1.73779 0.000
H -3.88277 -1.21644 3.73945 0.000
H -0.79197 3.26639 3.88040 0.000
H -2.69137 -6.46353 -4.96308 0.000
C -0.93900 2.31756 4.39494 0.001
H -1.14558 0.18784 5.79984 0.000
C -0.90024 0.12644 3.26094 0.000
C 3.86264 0.09851 0.04111 0.000
N -2.08277 -0.20409 3.96730 0.000
N -0.28002 1.25571 3.65062 0.003
H -1.78256 -4.97921 -3.20171 0.000
N 9.17221 0.63583 0.65257 0.000
C -0.10830 4.33582 1.45301 -0.007
N 1.19313 2.42834 2.06416 0.033
C 5.74161 1.38140 0.83586 0.004
C 6.60656 0.38995 0.37698 0.000
C 0.91189 3.79942 2.24059 0.065
H -2.45066 -2.22209 3.40482 0.000
C 1.09196 1.53754 3.18179 0.007
H -1.56226 -1.51411 5.54345 0.000
C 4.37709 1.23803 0.66708 0.003
C 8.03180 0.53233 0.53857 0.000
H -0.32109 7.45802 2.71852 -0.003
C -6.40182 0.11766 -1.17796 0.000
C -1.24534 -3.01380 -5.89588 0.000
C -1.75956 -3.83880 -6.88327 0.000
C -5.44572 1.53765 0.50556 0.000
Hg -0.76865 -0.45990 -0.36568 0.000
H -7.27293 -0.23781 -1.71197 0.000
H -0.51634 2.41125 5.40031 0.000
H -0.58079 3.67456 0.73415 -0.003
C 1.06512 5.94314 3.31382 0.067
C -6.54229 1.09364 -0.17498 0.000
P -0.51672 -2.31578 -3.28914 0.000
O -2.86271 -0.44719 -1.10297 0.000
Cl -8.13999 1.73506 0.17011 0.000
C -2.88199 -1.21922 3.30256 0.000
C 0.02600 6.44343 2.55987 -0.006
H 1.85415 -0.62269 -3.55963 0.000
C -2.27859 -5.08399 -6.55302 0.000
H -2.83062 -0.33203 5.92521 0.000
Se -1.11340 -3.11409 -1.34923 0.000
H -1.36018 6.00721 0.95734 0.007
C 1.28702 -2.67520 -3.43835 0.000
H -2.68831 -5.72491 -7.32429 0.000
C -1.89422 -0.47945 5.38175 0.000
H -2.95891 -0.99620 2.24064 0.000
H 1.56639 6.56529 4.04533 0.002
C 4.73844 -0.89238 -0.41557 0.000

---

For reference, energy by record: -9409.052; -22860.128; -43437.215; -289120.408 eV.
For reference, maximum force by record: 0.011; 0.043; 0.051; 0.016 hartree/bohr.